No. 1
14
Properties=species:S:1:pos:R:3 method="wB97M-V/def2-TZVPD" de_lowest_kj_mol=238.6 homo_lumo_gap_ev=9.1 total_energy_ha=-357.95901
H -0.863 -2.348 0.276
N -1.592 -1.726 -0.052
C -1.366 -0.466 0.123
O -2.389 0.410 0.041
C -0.037 0.064 -0.062
C 0.280 1.527 0.011
N 0.808 -0.915 -0.281
N 2.097 -0.764 0.021
H -3.202 -0.112 -0.021
H 0.824 1.758 0.928
H 0.909 1.827 -0.830
H -0.647 2.092 -0.008
H 2.491 0.159 0.179
H 2.686 -1.507 -0.322

=====

No. 2
57
Properties=species:S:1:pos:R:3 method="wB97M-V/def2-TZVPD" homo_lumo_gap_ev=3.7 total_energy_ha=-1500.14574
C -6.040 -3.484 -1.578
O -5.728 -2.161 -2.046
C -5.070 -1.309 -1.216
C -4.912 0.009 -1.704
C -4.254 0.950 -0.930
C -3.628 0.561 0.259
N -2.939 1.545 0.991
C -1.733 1.402 1.636
C -0.725 0.462 1.137
C 0.427 0.154 1.988
C 1.605 -0.239 1.448
C 2.853 -0.304 2.186
C 4.084 -0.506 1.509
C 5.297 -0.399 2.187
C 5.314 -0.081 3.558
C 4.105 0.071 4.250
C 2.886 -0.073 3.584
O -0.844 0.003 -0.018
N -1.442 2.621 2.160
C -0.236 2.992 2.866
C -2.496 3.502 1.934
C -3.406 2.846 1.182
C -3.745 -0.752 0.731
C -4.541 -1.671 0.050
H -6.617 -3.905 -2.399
H -5.126 -4.065 -1.406
H -6.642 -3.449 -0.661
H -5.319 0.249 -2.686
H -4.180 1.978 -1.288
H 0.259 0.222 3.066
H 1.677 -0.504 0.387
H 4.041 -0.712 0.435
H 6.234 -0.547 1.646
H 6.263 0.048 4.084
H 4.100 0.308 5.315
H 1.944 0.021 4.130
H -0.217 4.082 2.960
H -0.198 2.548 3.869
H 0.650 2.675 2.310
H -2.483 4.519 2.287
H -4.333 3.179 0.751
H -3.250 -1.060 1.651
H -4.720 -2.666 0.470
N 3.463 -1.001 -5.908
C 3.441 -0.379 -4.720
N 3.984 0.827 -4.520
C 3.928 1.361 -3.274
N 3.412 0.793 -2.146
C 2.857 -0.396 -2.298
C 2.827 -1.053 -3.615
N 2.262 -2.270 -3.482
C 1.933 -2.363 -2.144
N 2.293 -1.269 -1.406
H 3.025 -1.907 -6.002
H 3.870 -0.536 -6.705
H 4.351 2.363 -3.160
H 1.438 -3.230 -1.711

=====

No. 3
135
Properties=species:S:1:pos:R:3 method="wB97M-V/def2-TZVPD" homo_lumo_gap_ev=7.8 total_energy_ha=-4814.20415
C -3.463 0.151 4.088
C -2.718 1.242 3.338
C -1.260 1.341 3.822
C -0.276 0.677 2.900
N -0.444 0.850 1.617
C 0.415 0.259 0.752
C 0.240 0.453 -0.642
P -1.200 1.420 -1.152
O -1.052 2.851 -0.889
O -1.530 0.968 -2.643
O -2.471 0.781 -0.436
C 1.155 -0.113 -1.497
O 1.106 0.122 -2.843
C 2.277 0.776 -3.388
C 2.718 2.070 -2.742
C 1.675 3.188 -2.944
C 4.060 2.443 -3.409
C 5.042 3.160 -2.482
C 4.467 4.417 -1.812
C 5.560 2.182 -1.405
C 2.171 -1.001 -1.031
C 2.998 -1.741 -2.035
S 4.745 -1.247 -2.055
C 5.478 -2.718 -2.806
C 6.171 -3.651 -1.814
C 2.335 -1.183 0.315
C 3.372 -2.078 0.881
I 2.892 -4.104 0.814
C 4.477 -1.588 1.426
C 4.840 -0.142 1.467
I 5.935 -2.781 2.332
C 1.471 -0.530 1.225
N 1.658 -0.701 2.553
C 0.825 -0.117 3.360
C 1.095 -0.322 4.834
F 1.177 0.886 5.466
F 0.069 -1.018 5.415
C 2.379 -1.078 5.206
F 3.467 -0.444 4.714
F 2.342 -2.347 4.746
H -3.553 0.372 5.152
H -4.456 -0.011 3.683
H -2.948 -0.809 4.001
H -3.198 2.205 3.493
H -2.748 1.025 2.274
H -1.207 0.906 4.815
H -0.966 2.386 3.929
H -0.852 1.268 -3.261
H -2.714 -0.058 -0.848
H 2.012 1.003 -4.421
H 3.114 0.079 -3.422
H 2.935 1.962 -1.679
H 2.121 4.027 -3.471
H 1.307 3.578 -2.003
H 0.833 2.864 -3.555
H 3.878 3.041 -4.301
H 4.556 1.533 -3.760
H 5.918 3.456 -3.059
H 4.061 4.194 -0.827
H 3.718 4.927 -2.409
H 5.270 5.137 -1.650
H 5.546 1.170 -1.813
H 6.599 2.387 -1.157
H 4.957 2.224 -0.501
H 2.949 -2.803 -1.794
H 2.563 -1.632 -3.023
H 6.154 -2.402 -3.595
H 4.661 -3.245 -3.295
H 7.039 -4.114 -2.282
H 6.522 -3.113 -0.936
H 5.518 -4.459 -1.493
H 4.105 0.482 0.965
H 4.936 0.189 2.500
H 5.801 0.015 0.978
H 2.451 -1.110 6.295
F -6.642 1.101 2.601
C -7.451 0.047 2.837
C -7.183 -1.153 2.211
C -8.016 -2.234 2.462
C -9.098 -2.102 3.321
C -9.347 -0.883 3.937
C -8.518 0.203 3.700
H -6.336 -1.232 1.542
H -7.817 -3.183 1.983
H -9.746 -2.948 3.508
H -10.191 -0.778 4.604
H -8.687 1.160 4.174
F -12.353 -2.156 4.478
C -12.845 -3.105 3.653
C -13.222 -2.745 2.375
C -13.721 -3.727 1.531
C -13.840 -5.038 1.972
C -13.454 -5.371 3.263
C -12.947 -4.401 4.116
H -13.123 -1.717 2.055
H -14.017 -3.465 0.525
H -14.232 -5.798 1.311
H -13.548 -6.390 3.612
H -12.635 -4.638 5.124
F 5.169 4.426 -5.664
C 4.493 4.498 -6.832
C 4.330 3.352 -7.584
C 3.630 3.441 -8.778
C 3.113 4.658 -9.201
C 3.293 5.793 -8.423
C 3.986 5.719 -7.224
H 4.746 2.413 -7.240
H 3.488 2.553 -9.380
H 2.570 4.720 -10.134
H 2.893 6.744 -8.750
H 4.133 6.589 -6.599
F -6.158 -2.226 6.977
C -4.938 -2.420 7.516
C -4.835 -2.621 8.877
C -3.575 -2.822 9.424
C -2.448 -2.815 8.614
C -2.580 -2.608 7.247
C -3.834 -2.410 6.688
H -5.726 -2.617 9.490
H -3.476 -2.986 10.489
H -1.469 -2.971 9.046
H -1.704 -2.597 6.612
H -3.959 -2.253 5.625
F 7.388 0.533 -3.588
C 7.705 0.640 -4.894
C 7.501 1.848 -5.533
C 7.841 1.951 -6.875
C 8.361 0.857 -7.553
C 8.553 -0.345 -6.886
C 8.229 -0.460 -5.542
H 7.087 2.685 -4.987
H 7.695 2.891 -7.393
H 8.620 0.942 -8.600
H 8.958 -1.199 -7.412
H 8.377 -1.384 -4.999